14
Properties=species:S:1:pos:R:3:mulliken_charge:R:1 method="wB97M-V/def2-TZVPD" lumo_ev=0.93 homo_lumo_gap_ev=9.04
C -1.649 -0.178 0.366 -1.30
C -0.209 0.219 0.249 1.06
C 0.340 1.100 -0.819 -0.90
C 0.818 -0.325 -0.725 -0.23
C 1.626 -0.532 1.063 -0.68
O 0.523 0.276 1.446 -0.36
H -1.739 -1.171 0.819 0.29
H -2.173 0.541 1.004 0.34
H -2.133 -0.190 -0.616 0.33
H 1.011 1.915 -0.556 0.26
H -0.326 1.287 -1.658 0.26
H 0.686 -1.098 -1.473 0.39
H 1.940 -0.259 -0.177 0.34
H 1.285 -1.585 1.077 0.19